No. 1
{"formula": "C18H55BN3O12YZr", "method": "wB97M-V/def2-TZVPD", "species": ["Zr", "Y", "B", "H", "H", "H", "H", "O", "C", "C", "O", "H", "H", "H", "H", "O", "C", "C", "O", "H", "H", "H", "H", "O", "C", "C", "O", "H", "H", "H", "H", "C", "C", "C", "O", "C", "N", "H", "H", "H", "H", "H", "H", "H", "H", "H", "H", "H", "C", "C", "C", "O", "C", "N", "H", "H", "H", "H", "H", "H", "H", "H", "H", "H", "H", "C", "C", "C", "O", "C", "N", "H", "H", "H", "H", "H", "H", "H", "H", "H", "H", "H", "O", "H", "H", "O", "H", "H", "O", "H", "H"], "xyz": [[-4.482, 0.011, 1.427], [-1.689, 3.539, 1.347], [-6.433, -1.069, 0.984], [-5.878, -0.775, 0.106], [-5.752, -1.697, 1.536], [-6.672, -0.186, 1.557], [-7.323, -1.588, 0.663], [-2.507, 1.118, 1.268], [-1.607, 0.392, 0.472], [-2.290, -0.532, -0.627], [-3.471, -1.193, -0.135], [-0.847, -0.031, 1.129], [-1.059, 1.144, -0.096], [-1.550, -1.284, -0.900], [-2.565, 0.015, -1.528], [-3.856, 3.781, 0.352], [-3.892, 4.459, -0.866], [-2.697, 4.015, -1.885], [-1.509, 3.646, -1.214], [-3.780, 5.531, -0.700], [-4.876, 4.413, -1.332], [-2.595, 4.833, -2.599], [-3.110, 3.188, -2.463], [0.688, 3.271, 0.806], [2.043, 3.179, 1.296], [3.114, 3.963, 0.508], [3.065, 4.042, -0.921], [2.362, 2.139, 1.220], [2.038, 3.408, 2.362], [4.058, 3.551, 0.864], [3.112, 4.977, 0.908], [-0.235, 2.489, -5.493], [-0.024, 2.459, -3.962], [0.786, 1.292, -3.469], [0.930, 1.516, -2.012], [1.854, 0.561, -1.478], [0.786, 3.626, -3.697], [0.695, 2.543, -6.059], [-0.755, 3.408, -5.766], [-0.835, 1.617, -5.754], [-1.060, 2.510, -3.627], [1.727, 1.186, -4.009], [0.182, 0.408, -3.673], [2.007, 0.792, -0.424], [2.844, 0.582, -1.932], [1.528, -0.479, -1.510], [0.263, 4.433, -4.006], [1.564, 3.748, -4.329], [5.083, -0.761, 4.309], [3.954, -0.763, 3.309], [2.650, -1.191, 4.067], [1.542, -1.359, 3.094], [0.260, -1.764, 3.640], [3.899, 0.578, 2.776], [5.065, -1.725, 4.817], [4.916, 0.049, 5.019], [6.059, -0.526, 3.885], [4.066, -1.385, 2.421], [2.305, -0.402, 4.734], [2.746, -2.171, 4.535], [-0.024, -1.361, 4.612], [0.150, -2.838, 3.489], [-0.491, -1.318, 2.988], [3.600, 1.187, 3.524], [3.071, 0.535, 2.199], [0.456, -3.180, -0.158], [1.715, -4.095, -0.124], [2.699, -3.775, 1.015], [3.810, -4.587, 0.791], [4.807, -4.239, 1.721], [1.167, -5.417, -0.114], [0.704, -2.181, 0.202], [-0.199, -3.520, 0.644], [-0.097, -3.195, -1.098], [2.208, -3.860, -1.068], [2.371, -4.229, 1.950], [2.915, -2.737, 1.267], [4.534, -4.238, 2.776], [5.301, -3.286, 1.531], [5.637, -4.945, 1.749], [2.030, -5.942, -0.110], [0.557, -5.612, 0.667], [-4.106, -0.952, -4.022], [-3.619, -1.701, -3.681], [-4.988, -1.056, -3.665], [-4.789, -3.366, -1.872], [-4.284, -2.797, -1.291], [-4.168, -4.042, -2.144], [-5.240, 1.449, 0.020], [-5.594, 1.402, -0.869], [-4.974, 2.363, 0.124]], "mulliken_charge": [0.85, 1.34, -0.01, -0.03, 0.06, 0.01, -0.10, -0.72, 1.68, -0.01, -0.80, -0.37, -0.51, 0.00, 0.41, -0.93, -0.74, -0.28, -0.48, 0.33, 0.31, 0.32, 0.28, -0.35, 0.73, -0.62, -0.53, -0.94, 0.36, 0.32, 0.33, -1.87, 1.25, -1.04, 0.21, -0.70, -0.57, 0.44, 0.44, 0.38, -0.28, 0.30, 0.32, -0.25, 0.37, 0.40, 0.30, 0.25, -1.57, 0.71, -0.93, 0.06, -0.66, -0.57, 0.38, 0.36, 0.40, 0.10, 0.43, 0.45, 0.36, 0.30, -0.08, 0.30, 0.00, -1.16, 0.51, 0.06, -0.43, -0.82, -0.72, 0.05, 0.42, 0.31, 0.26, 0.08, -0.21, 0.30, 0.32, 0.38, 0.33, 0.25, -0.61, 0.31, 0.30, -0.64, 0.29, 0.33, -0.45, 0.31, 0.34], "orbital_gap_ev": 1.65, "homo_energy_ev": -5.277, "energy_ha": -1895.714141}

No. 2
{"formula": "C18H55N3O11", "method": "wB97M-V/def2-TZVPD", "species": ["O", "H", "H", "O", "H", "H", "O", "H", "H", "O", "H", "H", "O", "H", "H", "C", "O", "C", "C", "N", "C", "C", "O", "C", "H", "H", "H", "H", "H", "H", "H", "H", "H", "H", "H", "H", "H", "H", "H", "C", "O", "C", "C", "N", "C", "C", "O", "C", "H", "H", "H", "H", "H", "H", "H", "H", "H", "H", "H", "H", "H", "H", "H", "C", "O", "C", "C", "N", "C", "C", "O", "C", "H", "H", "H", "H", "H", "H", "H", "H", "H", "H", "H", "H", "H", "H", "H"], "xyz": [[0.954, 0.403, -0.452], [1.658, 0.191, 0.162], [1.064, 1.338, -0.630], [-1.785, 4.021, 2.536], [-2.091, 4.595, 1.833], [-1.492, 3.226, 2.088], [-1.086, 1.084, 1.603], [-2.043, 1.019, 1.626], [-0.822, 0.519, 0.875], [-0.838, 1.663, 5.273], [-1.512, 1.140, 5.708], [-1.203, 1.853, 4.407], [-3.839, 1.323, 2.052], [-3.743, 2.261, 2.225], [-4.689, 1.243, 1.617], [1.560, 2.655, 3.681], [2.733, 3.347, 3.226], [3.803, 3.440, 4.262], [5.044, 4.003, 3.628], [4.939, 5.391, 3.403], [5.962, 5.878, 2.434], [7.386, 5.264, 2.453], [7.945, 5.556, 3.760], [8.793, 4.466, 4.163], [1.116, 3.032, 4.603], [1.626, 1.570, 3.776], [0.670, 2.712, 3.053], [4.179, 2.433, 4.446], [3.509, 3.994, 5.153], [5.318, 3.521, 2.687], [5.924, 3.756, 4.223], [3.984, 5.591, 3.140], [6.082, 6.961, 2.472], [5.479, 5.820, 1.457], [7.859, 5.827, 1.648], [7.353, 4.199, 2.221], [8.225, 3.536, 4.117], [9.243, 4.586, 5.148], [9.578, 4.281, 3.429], [1.541, -2.375, -1.664], [1.537, -3.127, -2.797], [0.494, -2.897, -3.681], [-0.867, -3.539, -3.250], [-0.716, -4.817, -2.538], [-1.717, -4.905, -1.433], [-1.401, -3.972, -0.258], [-2.197, -2.790, -0.303], [-1.912, -2.005, 0.860], [0.557, -2.093, -1.289], [2.039, -1.493, -2.070], [2.212, -2.949, -1.024], [0.826, -3.294, -4.640], [0.483, -1.817, -3.839], [-1.423, -3.858, -4.133], [-1.501, -2.791, -2.773], [0.265, -4.910, -2.315], [-1.824, -5.953, -1.150], [-2.734, -4.636, -1.718], [-0.327, -3.798, -0.326], [-1.746, -4.525, 0.616], [-2.269, -2.504, 1.762], [-2.499, -1.090, 0.775], [-0.861, -1.752, 1.005], [-2.315, 2.027, -2.158], [-2.726, 0.946, -3.056], [-2.891, -0.327, -2.504], [-3.801, -1.223, -3.346], [-3.990, -2.527, -2.737], [-5.166, -3.107, -3.275], [-5.127, -4.660, -3.010], [-4.341, -5.502, -3.785], [-4.106, -5.259, -5.168], [-3.064, 2.333, -1.427], [-2.123, 2.896, -2.787], [-1.412, 1.609, -1.712], [-3.355, -0.365, -1.516], [-1.856, -0.624, -2.328], [-3.313, -1.435, -4.298], [-4.803, -0.859, -3.577], [-3.871, -2.556, -1.734], [-5.248, -3.056, -4.362], [-6.131, -2.641, -3.064], [-6.144, -5.056, -3.001], [-4.877, -4.839, -1.963], [-3.582, -6.094, -5.631], [-3.505, -4.350, -5.193], [-5.056, -5.143, -5.691]], "mulliken_charge": [-0.57, 0.27, 0.24, -0.62, 0.30, 0.28, -0.29, 0.40, 0.13, -0.62, 0.29, 0.33, -0.64, 0.30, 0.29, -0.81, -0.32, -0.73, -0.14, -0.39, -0.84, -0.47, -0.33, -0.69, 0.37, 0.34, 0.15, 0.33, 0.36, 0.33, 0.12, 0.30, 0.42, 0.39, 0.32, 0.40, 0.26, 0.25, 0.31, -0.68, -0.45, -0.64, 0.58, -0.37, -0.12, -0.38, -0.17, -0.79, 0.18, 0.37, 0.33, 0.33, 0.33, 0.10, -0.57, 0.36, 0.44, -0.42, 0.17, 0.53, 0.37, -0.04, 0.40, -0.38, -0.48, 0.16, -0.75, 0.31, -0.89, -0.85, -0.34, -0.55, 0.19, 0.29, 0.06, 0.13, -0.05, 0.25, 0.51, 0.02, 0.56, 0.50, 0.35, 0.36, 0.21, 0.15, 0.33], "orbital_gap_ev": 8.20, "homo_energy_ev": -8.235, "energy_ha": -1710.453711, "relative_energy_kj_mol": 430.1, "smiles": "COCCNCCOC.COCCNCCOC.COCCNCCOC.O.O.O.O.O"}

> Which formula does entry 2 have?

C18H55N3O11